Below is 2 unconnected molecules or ions with the total composition CH3NO2, with properties calculated with wB97M-V/def2-TZVPD.

The calculation puts the energy above the lowest of the compared OMol25 structures with the same formula, charge and spin at 132.3 kcal per mole. As for the HOMO-LUMO gap (alpha / beta): 0.2995 / 0.2965 Eh. The net charge is 0. As for the total energy: -6665.9263 eV. The calculation puts the highest occupied orbital energy (alpha / beta) at -9.4 / -9.4 eV. The multiplicity is 1.

XYZ file:
```
7
CH3NO2 wB97M-V/def2-TZVPD
C -0.83 0.27 -0.31
N 1.44 -0.71 0.97
O 2.54 -0.82 0.62
O 0.44 -0.10 -0.54
H -1.34 0.28 -1.42
H -0.96 1.40 0.15
H -1.30 -0.31 0.52
```

=====

Below is a molecular structure, C14H27AlNO12S3, with properties calculated with wB97M-V/def2-TZVPD.

As for the HOMO-LUMO gap: 0.2413 Eh. The net charge is -1. As for the total energy: -80116.4455 eV. The calculation puts the highest occupied orbital energy at -4.8 eV. The multiplicity is 1.

XYZ file:
```
58
C14H27AlNO12S3 wB97M-V/def2-TZVPD
Al 3.90 1.54 -1.39
C 2.07 0.67 -1.15
C 1.89 -0.28 0.05
C 1.94 -1.76 -0.36
C 3.36 -2.27 -0.62
N 3.89 -3.11 0.45
C 3.56 -3.09 1.78
C 4.33 -4.00 2.45
C 5.20 -4.59 1.48
C 4.90 -4.01 0.28
H 3.94 3.00 -0.64
H 4.22 1.75 -2.98
H 5.04 0.57 -0.73
H 1.81 0.14 -2.07
H 1.35 1.49 -1.05
H 0.91 -0.10 0.52
H 2.65 -0.12 0.82
H 1.34 -1.87 -1.27
H 1.45 -2.37 0.41
H 3.41 -2.86 -1.53
H 4.03 -1.41 -0.75
H 2.80 -2.42 2.17
H 4.30 -4.20 3.51
H 5.96 -5.33 1.67
H 5.34 -4.18 -0.69
C -3.37 1.16 -2.53
C -2.16 1.98 -2.94
O -1.06 1.16 -2.53
S -1.41 -0.37 -2.70
O -0.90 -0.88 -3.93
O -1.14 -1.04 -1.48
O -2.99 -0.19 -2.86
H -3.55 1.22 -1.46
H -4.27 1.43 -3.07
H -2.09 2.93 -2.41
H -2.12 2.15 -4.01
C -3.15 5.26 0.47
C -4.63 5.10 0.77
O -5.27 5.47 -0.47
S -4.38 5.01 -1.70
O -4.81 3.75 -2.19
O -4.23 6.11 -2.58
O -3.04 4.76 -0.88
H -2.84 6.31 0.49
H -2.51 4.66 1.11
H -4.99 5.77 1.55
H -4.89 4.07 1.01
C -0.44 -3.27 2.89
C -1.26 -2.64 1.78
O -2.40 -2.09 2.48
S -1.96 -1.58 3.92
O -1.73 -0.18 3.91
O -2.86 -2.15 4.87
O -0.56 -2.33 3.97
H -0.85 -4.22 3.21
H 0.61 -3.38 2.63
H -1.61 -3.35 1.04
H -0.72 -1.83 1.28
```

=====

Below is a gas-phase ion, C5H8FN2 (charge +1), with properties calculated with wB97M-V/def2-TZVPD.

The calculation puts the energy above the lowest of the compared OMol25 structures with the same formula, charge and spin at 23.8 kcal per mole. As for the HOMO-LUMO gap: 0.4155 Eh. The net charge is +1. As for the total energy: -11004.3787 eV. As for the structure (SMILES): FCC[n+]1cc[nH]c1. The calculation puts the highest occupied orbital energy at -14.5 eV. The multiplicity is 1.

XYZ file:
```
16
C5H8FN2 wB97M-V/def2-TZVPD
F 2.37 -1.44 0.02
C 2.37 -0.17 0.39
C 1.18 0.51 -0.30
N -0.42 -0.01 -0.03
C -0.78 -1.30 -0.16
C -2.09 -1.28 0.03
N -2.58 0.03 0.19
C -1.47 0.80 0.14
H 3.28 0.48 0.00
H 2.40 -0.19 1.54
H 1.16 1.49 -0.02
H 1.03 0.53 -1.39
H -0.15 -2.11 -0.27
H -2.85 -2.08 -0.11
H -3.57 0.23 0.53
H -1.52 1.86 0.08
```

=====

Below is C4H6N2O3 in the gas phase, with properties calculated with wB97M-V/def2-TZVPD.

The calculation puts the energy above the lowest of the compared OMol25 structures with the same formula, charge and spin at 228.1 kcal per mole. As for the HOMO-LUMO gap: 0.3507 Eh. The net charge is 0. As for the total energy: -13359.0887 eV. As for the structure (SMILES): O/N=C1\CON=CCO1. The calculation puts the highest occupied orbital energy at -9.6 eV. The multiplicity is 1.

XYZ file:
```
15
C4H6N2O3 wB97M-V/def2-TZVPD
O 3.12 -0.44 -0.22
N 2.10 0.59 0.08
C 0.91 0.23 -0.13
C 0.36 -1.14 -0.16
O -1.11 -1.44 0.37
N -2.17 -0.86 -0.41
C -2.36 0.45 -0.16
C -1.03 1.28 0.33
O 0.11 1.15 -0.60
H 3.79 -0.05 0.58
H 0.45 -1.53 -1.30
H 1.23 -1.80 0.24
H -3.48 0.71 -0.54
H -0.53 0.50 1.27
H -1.37 2.34 0.65
```

=====

Below is C4H9N3 in the gas phase, with properties calculated with wB97M-V/def2-TZVPD.

The calculation puts the energy above the lowest of the compared OMol25 structures with the same formula, charge and spin at 72.2 kcal per mole. As for the HOMO-LUMO gap: 0.3435 Eh. The net charge is 0. As for the total energy: -8761.3934 eV. As for the structure (SMILES): [H]/N=C\N(CC)N=C. The calculation puts the highest occupied orbital energy at -8.3 eV. The multiplicity is 1.

XYZ file:
```
16
C4H9N3 wB97M-V/def2-TZVPD
H 1.70 -1.95 -0.43
N 2.31 -1.23 0.01
C 1.74 -0.14 0.03
N 0.35 0.05 -0.08
C -0.58 -1.05 -0.21
C -1.94 -0.58 0.16
N -0.04 1.30 -0.48
C 0.40 2.32 0.10
H 2.30 0.74 0.30
H -0.59 -1.53 -1.26
H -0.16 -1.94 0.41
H -2.50 0.06 -0.45
H -2.46 -1.47 0.36
H -1.85 -0.12 1.10
H 0.29 3.13 -0.60
H 1.03 2.40 1.04
```

=====

Below is a molecular structure, IZn2, with properties calculated with wB97M-V/def2-TZVPD.

The calculation puts the energy above the lowest of the compared OMol25 structures with the same formula, charge and spin at 59.7 kcal per mole. As for the HOMO-LUMO gap: 0.3393 Eh. The net charge is +3. As for the total energy: -104895.2263 eV. The calculation puts the highest occupied orbital energy at -27.3 eV. The multiplicity is 1.

XYZ file:
```
3
IZn2 wB97M-V/def2-TZVPD
Zn -31.49 10.15 3.62
Zn -29.43 7.55 2.79
I -31.61 8.12 3.45
```

=====

Below is 2 unconnected molecules or ions with the total composition C22H37ClFN2O6P2, with properties calculated with wB97M-V/def2-TZVPD.

As for the HOMO-LUMO gap: 0.1749 Eh. The net charge is -1. As for the total energy: -72487.9449 eV. The calculation puts the highest occupied orbital energy at -4.9 eV. The multiplicity is 1.

XYZ file:
```
71
C22H37ClFN2O6P2 wB97M-V/def2-TZVPD
C -4.55 3.65 -1.03
C -3.87 3.16 0.39
Cl -5.14 3.81 1.60
C -3.79 1.57 0.33
P -2.45 0.66 1.31
C -3.42 0.76 2.99
C -3.15 2.07 3.87
N -2.17 2.06 4.78
C -1.27 0.47 -0.22
C -1.02 1.78 -1.07
O -1.70 1.97 -2.15
C 0.11 2.89 -0.85
C -0.30 4.39 -1.11
C 0.79 5.51 -0.97
C 2.26 5.12 -0.56
C 2.65 3.63 -0.29
C 1.58 2.51 -0.44
O -1.60 2.13 1.79
C -0.27 1.84 2.22
N 0.60 1.44 2.97
C -3.10 -1.10 0.91
C -4.16 -1.27 -0.26
F -3.66 -1.84 2.04
H -3.95 3.29 -1.93
H -4.50 4.79 -1.01
H -5.61 3.22 -1.06
H -2.90 3.75 0.41
H -4.81 1.21 0.76
H -3.79 1.34 -0.81
H -1.41 -0.03 2.07
H -4.54 0.52 2.84
H -3.00 -0.08 3.68
H -3.76 3.03 3.87
H -1.68 1.16 4.76
H -1.66 -0.31 -0.98
H -0.23 0.05 0.08
H -1.35 4.69 -1.42
H 0.55 6.61 -1.18
H 3.08 5.91 -0.47
H 3.71 3.28 -0.02
H 1.78 1.40 -0.29
H -2.18 -1.73 0.60
H -4.28 -2.41 -0.46
H -5.23 -0.90 -0.02
H -3.82 -0.83 -1.26
O 2.12 -1.68 0.06
P 3.41 -2.45 -0.24
O 3.19 -2.52 -1.88
C 3.38 -1.33 -2.63
C 4.86 -1.02 -2.80
O 2.76 -3.92 0.18
C 1.95 -4.02 1.35
C 0.50 -4.20 0.94
O 4.91 -3.24 -0.46
C 5.08 -4.62 -0.75
C 4.60 -5.04 -2.12
H 2.86 -0.49 -2.16
H 2.93 -1.49 -3.61
H 5.32 -0.80 -1.83
H 5.00 -0.16 -3.46
H 5.39 -1.88 -3.22
H 2.07 -3.15 1.99
H 2.28 -4.89 1.91
H 0.17 -3.41 0.26
H -0.16 -4.21 1.81
H 0.37 -5.15 0.40
H 4.64 -5.24 0.04
H 6.16 -4.81 -0.70
H 3.51 -5.02 -2.19
H 4.92 -6.06 -2.35
H 4.99 -4.38 -2.90
```

=====

Below is a molecular structure, C4H6O2, with properties calculated with wB97M-V/def2-TZVPD.

The calculation puts the energy above the lowest of the compared OMol25 structures with the same formula, charge and spin at 32.3 kcal per mole. As for the HOMO-LUMO gap: 0.3968 Eh. The net charge is 0. As for the total energy: -8339.0596 eV. The calculation puts the highest occupied orbital energy at -9.9 eV. The multiplicity is 1.

XYZ file:
```
12
C4H6O2 wB97M-V/def2-TZVPD
O -0.90 -1.94 0.13
C -0.47 -0.73 -0.39
C -0.76 0.71 0.23
C 0.69 1.12 -0.15
C 0.94 -0.36 -0.04
O 1.73 -1.03 0.58
H -0.17 -2.29 0.65
H -0.65 -0.70 -1.47
H -1.56 1.29 -0.22
H -0.87 0.70 1.32
H 1.28 1.74 0.52
H 0.74 1.49 -1.18
```

=====

Below is C3H5N3 in the gas phase, with properties calculated with wB97M-V/def2-TZVPD.

The calculation puts the energy above the lowest of the compared OMol25 structures with the same formula, charge and spin at 87.0 kcal per mole. As for the HOMO-LUMO gap: 0.3205 Eh. The net charge is 0. As for the total energy: -7658.6846 eV. As for the structure (SMILES): [H]/N=N/C=C=CN. The calculation puts the highest occupied orbital energy at -8.3 eV. The multiplicity is 1.

XYZ file:
```
11
C3H5N3 wB97M-V/def2-TZVPD
H -1.74 0.59 -1.82
N -1.14 0.43 -1.00
N -1.70 0.89 0.00
C -0.90 0.81 1.21
C 0.34 0.34 1.16
C 1.01 -0.05 0.05
N 1.37 -1.31 -0.28
H -1.42 1.21 2.08
H 1.43 0.73 -0.59
H 0.95 -2.08 0.21
H 1.85 -1.49 -1.14
```

=====

Below is 2 unconnected molecules or ions with the total composition C6H10NO, with properties calculated with wB97M-V/def2-TZVPD.

The calculation puts the energy above the lowest of the compared OMol25 structures with the same formula, charge and spin at 98.2 kcal per mole. As for the HOMO-LUMO gap: 0.3582 Eh. The net charge is +1. As for the total energy: -9910.1364 eV. The calculation puts the highest occupied orbital energy at -15.0 eV. The multiplicity is 1.

XYZ file:
```
18
C6H10NO wB97M-V/def2-TZVPD
C 2.83 0.30 -0.09
C -0.94 1.06 0.13
C 4.21 0.13 0.03
C -3.48 0.40 0.19
C -1.37 -1.11 -0.30
C -2.01 0.50 -0.04
N 1.70 0.45 -0.26
O -0.27 -1.42 0.48
H 4.63 -0.67 -0.43
H 4.34 0.22 1.09
H 4.67 1.17 -0.36
H -3.86 1.40 0.22
H -3.93 -0.26 -0.59
H -3.60 -0.04 1.19
H -2.32 -1.61 -0.07
H -1.10 -1.21 -1.34
H -0.08 1.60 -0.17
H 0.58 -0.91 0.32
```

=====

Below is a molecular structure, C30H50ClFN4O3PPd, with properties calculated with wB97M-V/def2-TZVPD.

The expectation value of S² is 6.019. As for the HOMO-LUMO gap (alpha / beta): 0.3140 / 0.2236 Eh. The net charge is +1. As for the total energy: -72026.4370 eV. The calculation puts the highest occupied orbital energy (alpha / beta) at -11.0 / -11.0 eV. The multiplicity is 5.

XYZ file:
```
91
C30H50ClFN4O3PPd wB97M-V/def2-TZVPD
Pd 0.05 0.17 0.35
C -0.91 0.07 7.83
C -0.40 -1.26 7.28
C -1.08 -2.48 7.87
C -2.55 -2.51 7.49
C -2.72 -2.39 6.00
C -3.83 -2.88 5.36
C -3.96 -2.77 3.98
F -5.07 -3.27 3.41
C -3.01 -2.19 3.20
C -1.86 -1.68 3.82
C -0.83 -1.04 3.01
O -1.02 -1.00 1.75
C 0.31 -0.55 3.68
C 0.38 -0.72 5.05
N -0.56 -1.27 5.80
C -1.71 -1.78 5.21
C 1.52 0.12 3.05
O 2.57 0.05 3.67
O 1.36 0.75 1.95
H -0.81 0.07 8.92
H -1.95 0.23 7.57
H -0.33 0.90 7.43
H 0.68 -1.34 7.44
H -0.96 -2.46 8.95
H -0.59 -3.38 7.50
H -3.09 -1.69 7.98
H -3.02 -3.43 7.83
H -4.62 -3.37 5.93
H -3.13 -2.12 2.13
H 1.27 -0.37 5.56
C 3.62 -1.43 -4.01
C 2.42 -1.14 -3.10
C 1.65 -2.44 -2.84
C 1.46 -0.18 -3.83
P 2.95 -0.40 -1.47
N 1.53 0.26 -0.87
C 4.06 1.08 -1.62
C 3.96 1.92 -0.33
C 3.55 1.97 -2.77
C 5.52 0.71 -1.90
C 3.59 -1.66 -0.25
C 4.21 -0.92 0.94
C 2.44 -2.54 0.29
C 4.66 -2.56 -0.89
H 3.24 -1.92 -4.91
H 4.34 -2.11 -3.56
H 4.14 -0.53 -4.33
H 1.25 -2.78 -3.80
H 0.80 -2.30 -2.17
H 2.29 -3.23 -2.47
H 0.94 -0.75 -4.60
H 1.98 0.64 -4.33
H 0.72 0.26 -3.17
H 2.93 2.08 0.00
H 4.40 2.89 -0.54
H 4.51 1.48 0.50
H 2.50 2.24 -2.64
H 3.70 1.53 -3.75
H 4.13 2.90 -2.73
H 5.99 0.19 -1.06
H 6.08 1.63 -2.05
H 5.64 0.10 -2.80
H 3.53 -0.21 1.41
H 5.14 -0.42 0.67
H 4.46 -1.67 1.69
H 1.54 -1.98 0.53
H 2.79 -2.98 1.23
H 2.18 -3.35 -0.38
H 5.49 -1.99 -1.32
H 4.26 -3.22 -1.65
H 5.07 -3.18 -0.10
C -3.62 -2.71 -1.70
C -2.93 -1.75 -2.67
C -3.83 -0.56 -2.98
C -2.56 -2.48 -3.96
N -1.62 -1.35 -2.08
N -1.73 -0.54 -0.91
H -4.50 -3.15 -2.18
H -3.97 -2.20 -0.80
H -2.94 -3.51 -1.41
H -4.72 -0.88 -3.51
H -3.31 0.17 -3.62
H -4.16 -0.04 -2.08
H -3.46 -2.83 -4.46
H -1.93 -3.34 -3.74
H -2.03 -1.82 -4.64
H -1.15 -0.77 -2.77
H -2.14 -1.11 -0.17
H -2.29 0.29 -1.03
Cl -1.05 2.27 0.24
```

=====

Below is 2 unconnected molecules or ions with the total composition C5H14NO, with properties calculated with wB97M-V/def2-TZVPD.

The calculation puts the energy above the lowest of the compared OMol25 structures with the same formula, charge and spin at 10.4 kcal per mole. As for the HOMO-LUMO gap: 0.2721 Eh. The net charge is -1. As for the total energy: -8949.2053 eV. The calculation puts the highest occupied orbital energy at -3.0 eV. The multiplicity is 1.

XYZ file:
```
21
C5H14NO wB97M-V/def2-TZVPD
C 0.70 -1.42 1.45
C -0.15 -0.20 1.94
C 0.79 1.06 1.95
N -1.33 0.15 1.17
H 1.47 -1.71 2.19
H -0.02 -2.22 1.34
H 1.05 -1.20 0.45
H -0.44 -0.32 2.99
H 0.24 1.88 2.43
H 1.74 0.91 2.53
H 1.10 1.33 0.93
H -1.87 -0.74 1.01
H -0.89 0.42 0.23
C 0.05 -0.25 -2.11
O 0.39 0.35 -0.89
C -0.64 0.76 -3.06
H -0.65 -1.16 -2.07
H 0.85 -0.67 -2.65
H -0.73 0.28 -4.05
H -0.03 1.66 -3.17
H -1.63 1.08 -2.62
```

=====

Listing maximum force for the structures above in their given order: 4.41, 0.54, 5.00, 5.91, 3.73, 11.51, 9.21, 0.68, 0.57, 5.96, 0.35, 2.73 eV/A.